C29H32F6N5O9P2S3W | ωB97M-V/def2-TZVPD

```
! RIJCOSX wB97M-V def2-TZVPD def2/J DEFGRID3
* xyz 3 1
C -1.735 -1.367 3.158
O 1.845 1.541 -4.118
O 0.173 0.398 -5.509
C 2.747 0.319 -6.351
W -0.624 -0.489 -0.772
N 2.132 1.171 2.866
P 1.590 -0.421 0.775
F -1.627 -1.532 -4.425
C -3.753 -0.986 1.694
H 3.874 1.988 4.651
H -2.475 1.171 4.097
H -3.379 -1.766 1.034
H -2.050 2.859 0.269
C 3.310 0.761 -1.209
F 3.949 0.256 -5.816
H -3.554 1.937 0.594
O -0.408 -2.167 0.151
S 0.379 1.889 -0.955
F -0.176 -2.699 -5.540
O 1.181 -2.565 -2.358
O -4.302 -3.803 -1.784
C 2.892 2.429 4.755
H 3.120 1.790 -0.903
H 3.896 -2.295 0.318
N 1.852 -0.982 -4.201
C -1.295 -3.147 -0.099
H 3.380 3.644 6.423
H 5.291 0.214 0.554
C 0.564 2.616 3.984
H 4.138 1.320 1.303
F 2.610 1.399 -7.087
C 1.872 2.050 3.855
C 1.170 0.838 2.044
H -3.921 1.754 -4.363
N -1.017 2.809 -3.093
C 2.610 3.344 5.726
C -3.231 0.602 3.559
N -1.829 1.026 -1.847
H -0.954 -0.905 3.766
C 4.306 0.285 1.021
H -3.558 0.095 -2.486
C -2.296 -2.769 -0.903
H 4.669 -1.492 -1.031
H -0.685 3.992 5.077
C -3.064 1.818 -3.709
C -2.565 2.203 0.966
H 4.315 0.744 -1.636
C -2.741 -5.039 -0.285
H 1.134 4.645 6.623
S 0.793 -1.619 -3.353
C 3.307 -0.207 -0.034
H -1.278 -2.049 2.442
C -3.307 -3.848 -1.139
C -2.628 -0.322 2.490
C -0.619 -2.391 -4.359
S 1.504 0.439 -4.971
F -1.016 -3.465 -3.695
C -0.903 1.973 -2.042
O -3.229 -6.107 -0.173
C 1.743 -1.926 1.763
H 2.625 0.481 -2.006
O 0.008 -0.461 -2.636
O -0.708 -5.130 1.155
H -2.353 -1.967 3.828
H 2.648 -1.799 2.362
O -2.206 -1.494 -1.300
H -2.086 3.450 -4.753
C -2.076 2.751 -3.926
H -2.667 2.738 1.910
H -3.748 -0.035 4.278
H -4.440 -1.458 2.399
C -1.414 -4.550 0.396
C -0.143 1.330 2.232
C -2.881 0.921 -2.668
F 2.482 -0.767 -7.045
H 3.013 -2.053 -1.205
N -0.425 2.206 3.161
H 1.839 -2.810 1.136
C 1.315 3.920 5.841
H 4.324 -0.326 1.922
H -0.241 3.438 -3.294
H -4.340 -0.273 1.112
P -1.602 0.719 1.320
H 0.896 -2.036 2.433
H -3.971 1.288 3.147
C 3.719 -1.608 -0.507
C 0.306 3.568 4.994
*
```

Calculated values
HOMO: -0.613 hartree
E: -125656.2089 eV
Frontier orbital gap: 4.8 eV
Energy relative to the best compared isomer or geometry (same formula, charge and spin): 0.000 eV
LUMO level: -11.8 eV